(1)
Here is a structure of composition C8H13N3O6 at a distorted geometry from the OMol25 dataset. Energies are from wB97M-V/def2-TZVPD.

Energy above the lowest of the compared OMol25 structures with the same formula, charge and spin, kJ/mol: 711.9
Lowest unoccupied orbital energy, Eh: 0.0059
HOMO energy, eV: -9.5
Calculated total energy, eV: -25257.1171
HOMO-LUMO gap, eV: 9.688

Cartesian coordinates (Å):
C1 1.345 -1.402 0.295
C2 0.291 -0.179 0.338
C3 2.646 -0.989 -0.320
C4 3.496 0.084 0.403
C5 -1.566 0.830 -0.837
C6 -0.994 2.135 -0.540
C7 -2.637 0.734 0.329
C8 -3.500 -0.534 0.315
H1 -0.174 -2.606 -0.507
H2 1.306 -3.334 -0.899
H3 1.420 -1.921 1.282
H4 3.218 -1.746 -0.785
H5 2.424 -0.422 -1.104
H6 1.985 1.479 1.359
H7 3.772 2.128 1.159
H8 -0.486 -0.997 -1.394
H9 -2.006 0.613 -1.698
H10 -2.234 0.750 1.395
H11 -3.441 1.479 0.067
H12 -4.755 -1.777 1.192
H13 0.974 2.984 -0.429
N1 0.724 -2.213 -0.942
N2 3.015 1.075 1.269
N3 -0.540 -0.264 -0.716
O1 0.277 0.715 1.175
O2 4.624 0.229 0.027
O3 -1.843 3.143 -0.428
O4 -3.189 -1.457 -0.431
O5 -4.514 -0.630 1.284
O6 0.361 2.092 -0.859


(2)
Here is the molecule C11H12N2O2 at a distorted geometry from the OMol25 dataset. Energies are from wB97M-V/def2-TZVPD.

Energy above the lowest of the compared OMol25 structures with the same formula, charge and spin, kJ/mol: 154.0
Lowest unoccupied orbital energy, Eh: 0.0280
HOMO energy, eV: -7.9
Calculated total energy, eV: -18676.4048
HOMO-LUMO gap, eV: 8.654
SMILES: N[C@@H](Cc1c[nH]c2ccccc12)C(=O)O

Cartesian coordinates (Å):
N1 3.636 0.134 -1.061
C1 2.609 0.516 -0.077
C2 1.293 0.687 -0.989
C3 -0.023 1.043 -0.369
C4 -0.433 2.162 0.281
N2 -1.778 2.003 0.617
C5 -2.185 0.702 0.319
C6 -3.437 0.234 0.593
C7 -3.586 -1.165 0.351
C8 -2.600 -1.932 -0.277
C9 -1.380 -1.297 -0.595
C10 -1.172 0.057 -0.322
C11 2.565 -0.529 1.056
O1 2.887 -0.371 2.196
O2 2.165 -1.674 0.500
H1 4.607 0.299 -0.850
H2 3.488 -0.779 -1.559
H3 2.832 1.467 0.343
H4 1.411 1.329 -1.910
H5 1.126 -0.351 -1.388
H6 0.194 2.981 0.496
H7 -2.333 2.524 1.303
H8 -4.145 0.856 1.105
H9 -4.457 -1.799 0.463
H10 -2.755 -2.993 -0.312
H11 -0.612 -1.840 -1.109
H12 2.084 -2.263 1.195


(3)
Here is the molecule CH3NOSi at a distorted geometry from the OMol25 dataset. Energies are from wB97M-V/def2-TZVPD.

Energy above the lowest of the compared OMol25 structures with the same formula, charge and spin, kJ/mol: 186.2
Lowest unoccupied orbital energy, Eh: 0.0101
HOMO energy, eV: -10.5
Calculated total energy, eV: -12499.2221
HOMO-LUMO gap, eV: 10.731
SMILES: N#CO[SiH3]

Cartesian coordinates (Å):
N1 1.154 2.292 1.408
C1 0.595 1.490 0.627
O1 0.074 0.697 -0.188
Si1 -0.368 -0.879 -0.427
H1 0.801 -1.451 0.050
H2 -1.393 -1.105 0.475
H3 -0.862 -1.043 -1.945


(4)
Here is the ion C3H8NO2 with charge +1 at a distorted geometry from the OMol25 dataset. Energies are from wB97M-V/def2-TZVPD.

Energy above the lowest of the compared OMol25 structures with the same formula, charge and spin, kJ/mol: 210.9
Lowest unoccupied orbital energy, Eh: -0.1605
HOMO energy, eV: -15.2
Calculated total energy, eV: -8817.7664
Total charge: +1
HOMO-LUMO gap, eV: 10.820
SMILES: C[C@@]([NH3+])(O)C=O

Cartesian coordinates (Å):
C1 0.194 0.747 -0.839
C2 0.679 -0.263 0.234
N1 -0.284 -1.311 0.469
O1 1.864 -0.930 -0.243
C3 1.085 0.374 1.574
O2 0.221 0.911 2.217
H1 -0.554 1.326 -0.380
H2 1.088 1.272 -1.239
H3 -0.163 0.080 -1.667
H4 0.292 -2.067 0.875
H5 -1.054 -1.058 1.088
H6 -0.617 -1.631 -0.360
H7 2.573 -0.298 -0.118
H8 2.187 0.551 1.685


(5)
Here is a structure of composition C3H2O2Yb at a distorted geometry from the OMol25 dataset. Energies are from wB97M-V/def2-TZVPD.

Energy above the lowest of the compared OMol25 structures with the same formula, charge and spin, kJ/mol: 162.9
Lowest unoccupied orbital energy (spin up / spin down), Eh: -0.2044 / -0.2098
HOMO energy (spin up / spin down), eV: -12.0 / -12.5
Calculated total energy, eV: -38756.0876
Total charge: +1
HOMO-LUMO gap (spin up / spin down), eV: 6.470 / 6.792
Multiplicity: 2
⟨S²⟩: 0.76

Cartesian coordinates (Å):
O1 -0.464 0.496 -1.118
C1 0.788 0.897 -1.276
C2 1.670 0.909 -0.246
O2 1.291 0.574 1.068
C3 0.072 0.199 1.407
Yb1 -1.024 -1.431 -0.028
H1 0.966 1.649 -2.058
H2 2.534 1.570 -0.250


(6)
Here is a structure of composition C22H25CuN5O2S from the OMol25 dataset. Energies are from wB97M-V/def2-TZVPD.

Energy above the lowest of the compared OMol25 structures with the same formula, charge and spin, kJ/mol: 21.7
Lowest unoccupied orbital energy (spin up / spin down), Eh: -0.2175 / -0.2465
HOMO energy (spin up / spin down), eV: -12.8 / -12.7
Calculated total energy, eV: -90225.1866
Total charge: +2
HOMO-LUMO gap (spin up / spin down), eV: 6.834 / 6.010
Multiplicity: 2
⟨S²⟩: 0.75

Cartesian coordinates (Å):
Cu1 -0.287 -1.103 -0.734
C1 0.572 -2.767 -3.253
O1 0.497 -2.786 -1.807
C2 1.680 -3.187 -1.167
C3 2.272 -4.408 -1.417
C4 3.428 -4.744 -0.729
C5 3.976 -3.862 0.198
C6 3.374 -2.639 0.439
C7 2.221 -2.301 -0.253
N1 1.521 -1.064 -0.096
N2 2.120 -0.123 0.478
C8 1.637 1.132 0.558
C9 0.436 1.568 -0.072
O2 -0.437 0.780 -0.624
C10 0.172 2.966 -0.114
C11 0.992 3.857 0.493
C12 2.152 3.457 1.218
C13 2.957 4.405 1.875
C14 4.064 4.006 2.573
C15 4.394 2.643 2.625
C16 3.624 1.702 1.982
C17 2.484 2.093 1.263
H1 0.823 -3.753 -3.631
H2 1.317 -2.041 -3.579
H3 -0.413 -2.484 -3.617
H4 1.835 -5.098 -2.127
H5 3.900 -5.700 -0.917
H6 4.873 -4.133 0.740
H7 3.786 -1.939 1.154
H8 -0.690 3.292 -0.685
H9 0.769 4.917 0.426
H10 2.689 5.454 1.821
H11 4.682 4.735 3.079
H12 5.268 2.328 3.181
H13 3.890 0.656 2.030
N3 -3.963 3.511 -0.527
C18 -4.979 2.478 -0.097
C19 -4.458 1.080 -0.397
N4 -3.300 0.668 0.372
H14 -4.208 4.449 -0.207
H15 -3.879 3.542 -1.544
H16 -3.045 3.272 -0.142
H17 -5.912 2.690 -0.616
H18 -5.126 2.618 0.971
H19 -4.212 0.997 -1.460
H20 -5.293 0.403 -0.222
H21 -3.394 0.796 1.370
H22 -2.399 0.991 0.037
S1 -3.844 -3.850 -0.569
C20 -3.349 -3.410 1.005
C21 -2.344 -2.509 0.938
N5 -1.967 -2.170 -0.347
C22 -2.690 -2.811 -1.234
H23 -3.808 -3.839 1.883
H24 -1.841 -2.063 1.784
H25 -2.567 -2.704 -2.303